{
  "formula": "C2H4N4",
  "method": "ωB97M-V/def2-TZVPD",
  "de_lowest_kcal_mol": 113.81,
  "gap_ha": 0.2751,
  "e_homo_ha": -0.286,
  "max_force_ev_per_a": 0.5,
  "spin_multiplicity": 1,
  "e_tot_ev": -8094.37896,
  "species": ["N", "C", "C", "N", "N", "N", "H", "H", "H", "H"],
  "xyz": [[-1.3270, 0.5361, -0.0002], [0.0506, 0.0936, -0.1198], [0.9690, 0.9442, 0.4125], [2.1467, 0.1980, 0.2628], [1.9331, -0.9622, -0.2683], [0.6060, -1.0891, -0.4967], [-1.9199, -0.0072, 0.6352], [-1.8394, 0.7050, -0.8717], [-1.0090, 1.4389, 0.4542], [0.2800, -1.8768, -1.0335]]
}